1.
This record from the OMol25 dataset describes a structure of composition C22H39GeN2O3S3SbSeTi in a non-equilibrium geometry. The level of theory is ωB97M-V/def2-TZVPD.

F_max: 0.0232 hartree/bohr
Molar mass: 796.96 g/mol
HOMO-LUMO gap: 7.3 eV
LUMO energy: -0.625 eV
Charge: 0
Energy relative to the best compared isomer or geometry (same formula, charge and spin): 19.58 kcal/mol
2S+1: 1

```
73
Properties=species:S:1:pos:R:3:forces:R:3
Ti -0.23796 1.28065 0.03565 0.3134 1.0285 -0.5207
C -3.29237 -1.63172 -0.01194 -0.0665 -0.0525 0.0035
C -2.40218 -0.93524 -1.02573 0.1394 0.2102 0.0380
C -3.19182 0.16017 -1.72838 -0.0098 -0.1616 0.0171
C -1.82144 -1.90685 -2.04075 -0.0486 -0.0181 -0.0352
O -1.26849 -0.33604 -0.29247 -0.1676 -0.3260 -0.0606
Ge -0.28302 -1.56846 0.93549 -0.0176 0.0069 0.0638
O -1.08767 -0.82799 2.36354 -0.0406 -0.0189 0.0778
C -1.50157 -1.49413 3.57478 0.0431 0.1011 -0.0952
C -1.00461 -0.66113 4.74980 -0.0123 -0.1008 -0.0066
C -3.02612 -1.54522 3.59322 0.0758 -0.0336 -0.0467
C -0.93383 -2.90469 3.64615 0.0032 -0.1036 0.0803
O 1.01882 0.05649 0.68604 0.1566 -0.3504 0.4214
C 2.38340 -0.16376 1.25668 -0.1516 0.1770 -0.2875
C 2.25236 -0.46522 2.73539 0.0596 -0.0507 -0.0449
C 3.20294 1.08951 1.01283 0.0601 -0.1540 0.0425
C 2.97913 -1.33089 0.49386 0.0684 -0.0630 -0.0059
H -4.15551 -2.05839 -0.52501 -0.0079 0.0143 -0.0041
H -2.78131 -2.45663 0.49225 0.0300 0.0084 0.0001
H -3.64221 -0.92200 0.73685 0.0002 0.0059 0.0314
H -4.07966 -0.28895 -2.17825 0.0204 -0.0137 0.0166
H -3.52316 0.92207 -1.02709 -0.0031 0.0527 0.0698
H -2.61097 0.62374 -2.51784 0.0554 0.0363 -0.0655
H -2.62909 -2.35419 -2.62077 -0.0310 -0.0135 -0.0138
H -1.15979 -1.37998 -2.72664 0.0072 0.0116 -0.0260
H -1.26653 -2.71384 -1.55943 0.0109 0.0032 0.0286
H -1.38755 0.35240 4.67341 -0.0471 0.1166 -0.0086
H -1.35300 -1.08889 5.69103 -0.0123 -0.0271 0.0146
H 0.08345 -0.62061 4.77740 0.0575 0.0065 -0.0555
H -3.43444 -0.54776 3.44847 -0.0400 0.1120 -0.0123
H -3.40454 -2.19174 2.80190 0.0009 -0.0229 -0.0378
H -3.38419 -1.93599 4.54602 0.0074 -0.0042 0.0482
H 0.15810 -2.90163 3.62979 0.0199 0.0229 -0.0161
H -1.24789 -3.38244 4.57421 -0.0091 -0.0250 0.0348
H -1.29408 -3.52303 2.82080 -0.0106 -0.0082 -0.0269
H 1.70627 0.32366 3.23845 -0.0893 0.1348 0.0948
H 1.74891 -1.41659 2.91349 -0.0409 -0.0347 -0.0093
H 3.25179 -0.53842 3.16698 0.0050 0.0129 -0.0024
H 4.23576 0.88750 1.30626 -0.0207 -0.0039 0.0412
H 3.19235 1.34731 -0.04446 -0.0176 -0.0139 -0.0348
H 2.83520 1.93114 1.59146 -0.0386 0.0642 0.0669
H 2.40765 -2.25233 0.62469 0.0052 0.0346 0.0323
H 3.03707 -1.07931 -0.56236 -0.0890 0.0172 0.3820
H 3.98849 -1.50921 0.86567 0.0512 -0.0334 0.0100
S 1.72643 3.72658 3.57229 -0.0199 -0.0104 0.0091
Sb 0.12220 4.41510 1.89236 -0.0188 -0.0156 0.1061
S 0.98468 3.39327 -0.05454 -0.1384 -0.4069 -0.0916
S 0.00667 2.51321 3.35785 0.0540 -0.0206 0.0136
C 3.71617 -0.90844 -2.67507 -0.0485 -0.0426 -0.2569
N 2.76758 0.15249 -2.39175 -0.0821 -0.0121 -0.0703
C 3.20723 1.39686 -2.99521 -0.0166 0.0432 -0.0492
C 1.40570 -0.28541 -2.73736 0.0371 -0.0801 0.0560
C 0.43870 0.83479 -3.03248 0.0279 -0.0531 -0.1268
C 0.20037 1.14456 -4.37769 0.0710 -0.1650 0.1028
C -0.65087 2.16734 -4.74550 -0.0634 0.0586 0.0539
C -1.28185 2.91416 -3.75848 -0.0007 0.0005 -0.0064
C -1.05095 2.62231 -2.42544 0.0018 0.0108 -0.0076
C -0.20091 1.57593 -2.04190 0.0130 0.0846 0.2090
H 4.69318 -0.66384 -2.25744 0.0223 0.0221 0.0180
H 3.83390 -1.07964 -3.75826 0.0031 0.0166 0.0079
H 3.38098 -1.84579 -2.22878 0.0247 -0.0225 -0.1090
H 3.26900 1.35081 -4.09346 -0.0095 -0.0093 -0.0355
H 4.20195 1.62834 -2.61369 0.0336 0.0146 0.0078
H 2.54342 2.21487 -2.72258 -0.0163 0.0112 0.0123
H 1.03787 -0.89783 -1.89972 0.0442 0.0608 -0.1256
H 1.42676 -0.94471 -3.62155 0.0454 0.0524 0.0177
H 0.69440 0.55647 -5.14383 0.0098 0.0179 0.0095
H -0.82123 2.38367 -5.79135 -0.0033 0.0106 -0.0302
H -1.94873 3.72393 -4.02430 -0.0161 0.0099 -0.0132
H -1.55462 3.21643 -1.66900 0.0689 -0.0233 -0.0738
Se -4.46316 2.26793 2.07837 0.1723 -0.1239 -0.0703
C -2.90089 2.18543 1.29559 -0.3401 0.2840 0.1230
N -1.86067 2.19981 0.74142 -0.0745 -0.2568 0.1203
```
Forces are in eV/Å.

=====

2.
This record from the OMol25 dataset describes a structure of composition C22H40BCl18F16N3O8PtS4 in a non-equilibrium geometry. The level of theory is ωB97M-V/def2-TZVPD.

F_max: 0.0638 hartree/bohr
Molar mass: 1750.85 g/mol
HOMO-LUMO gap (alpha / beta): 10.2 / 7.8 eV
LUMO energy (alpha / beta): 0.182 / -2.636 eV
Charge: 0
Energy relative to the best compared isomer or geometry (same formula, charge and spin): 0.00 kcal/mol
⟨S²⟩: 2.004
2S+1: 3

```
113
Properties=species:S:1:pos:R:3:forces:R:3
N 1.23716 2.97288 0.75215 -0.0559 0.1687 1.0202
H 0.93392 2.27022 0.10043 -0.4007 -0.4174 -0.3867
H 0.92311 3.87320 0.42011 0.2458 0.5727 -0.3784
H 2.24887 2.87447 0.84804 0.1379 0.3578 0.0855
H 0.79251 2.85548 1.66604 0.0731 -0.3019 0.1017
Pt 1.23564 -1.23245 -2.55768 -0.4732 -0.4659 0.6925
C 4.01504 0.25786 -4.68722 0.2331 -1.0620 0.4976
F 4.38900 -0.98069 -4.82136 0.6062 -2.0217 0.2003
F 4.99658 1.00057 -5.05494 1.4858 1.6848 0.1610
F 3.03666 0.44661 -5.48904 -2.4000 0.7734 -0.9597
S 3.59395 0.45607 -2.86277 0.2980 0.8859 0.4186
O 3.55140 -0.89943 -2.28063 0.0468 0.8620 -0.4224
O 4.59809 1.41146 -2.44293 -1.4570 -1.0679 0.1835
N 2.00247 0.87059 -2.72190 1.4004 -0.6142 -0.5878
S 1.48816 2.34908 -3.04848 -1.4363 1.2089 2.3624
O 0.85821 2.87311 -1.83506 0.6882 -0.4314 -1.4553
O 2.42525 3.15834 -3.74735 -0.0989 -0.2792 -0.3416
C 0.02759 1.92227 -4.09652 -0.8146 -2.2953 -2.1998
F -0.66271 2.85492 -4.71999 0.4297 0.9402 0.8601
F 0.57568 1.17675 -5.10937 -0.2544 0.1605 0.6210
F -0.87221 1.12282 -3.46927 1.0979 0.7800 0.1339
C 0.44744 -5.07498 -4.59724 -1.5237 0.2930 1.7484
F -0.77234 -5.12255 -4.03350 0.5449 -0.2320 0.0425
F 1.05162 -6.21490 -4.50772 0.0748 -1.2329 0.1592
F 0.30860 -4.74425 -5.82470 -0.0987 0.7647 -2.3189
S 1.52789 -3.85782 -3.73781 1.5013 1.2740 1.1860
O 2.77501 -4.56814 -3.78156 -0.5788 0.6301 0.4261
O 1.51449 -2.53082 -4.42799 -0.4168 -1.2436 0.5912
N 0.85778 -3.45136 -2.22188 1.1643 0.1239 -2.6628
S 1.13056 -4.42841 -0.94102 0.9970 1.8757 -0.6009
O 0.19558 -4.06696 0.01673 -2.0731 0.7453 2.2931
O 1.25464 -5.75813 -1.33992 0.8853 -2.1195 -0.8005
C 2.72809 -3.66083 -0.30596 0.7046 0.5949 0.6938
F 3.56515 -3.59545 -1.33454 -0.0224 0.5242 -0.2614
F 2.42995 -2.43294 0.18944 0.0393 -0.5900 -1.1257
F 3.41225 -4.23557 0.67337 -0.6682 -1.0131 0.1046
B 0.37559 -0.11896 0.54591 -0.3246 -1.7335 -1.4321
F -0.62609 0.85489 0.72834 1.9834 -1.1062 0.5374
F -0.12303 -0.73002 -0.90623 0.7003 0.6390 1.3032
F 1.70982 0.29113 0.25619 -1.4812 0.6608 0.2250
F 0.46263 -1.21467 1.39217 -0.8574 1.5878 -0.4628
Cl 3.77603 -0.67008 7.18768 -0.2332 -0.1738 -0.3410
C 2.70172 -1.20315 5.80856 -0.1594 -0.2115 1.1918
C 1.27188 -0.75391 6.08107 0.4390 0.4077 0.1143
Cl 0.47468 -1.79844 7.29446 0.0519 0.2392 -0.0427
H 2.75651 -2.31328 5.79144 0.0711 0.9155 -0.2820
H 3.11571 -0.70918 4.93830 -0.0882 -0.2047 -0.2455
H 0.69784 -0.82503 5.18145 -0.2640 -0.2866 -0.5534
H 1.19402 0.30535 6.37716 0.2418 -0.5755 0.2428
Cl -1.82112 3.45850 3.01201 -0.1349 0.0138 0.2096
C -2.95356 2.10503 3.33682 0.0819 -0.3090 -0.3116
C -3.21587 1.85728 4.79261 0.1904 -0.9257 0.8460
Cl -1.65109 1.42471 5.60289 0.0173 0.1570 0.0231
H -2.44913 1.20493 3.01888 0.0713 -0.1276 -0.6722
H -3.83624 2.29523 2.71423 0.0824 -0.0997 0.4138
H -3.80000 0.93309 5.00128 0.0441 0.8051 -0.6951
H -3.62091 2.67223 5.36047 -0.2115 0.4784 0.0554
Cl 1.82299 2.12063 4.09962 0.0727 -0.2282 -0.2011
C 2.25351 3.53872 5.09070 0.3836 0.1235 -0.3918
C 1.27324 4.65486 4.89437 -1.2069 1.0506 0.6637
Cl 1.07781 5.39497 3.21794 0.5714 -0.6728 0.8921
H 3.25468 3.89181 4.78937 -0.3269 -0.4799 0.2356
H 2.24336 3.18359 6.14107 0.0458 0.4560 -0.5959
H 1.56188 5.47615 5.57117 0.0435 -0.1347 -0.4981
H 0.24342 4.39889 5.18619 0.4214 -0.2528 -0.2635
Cl 1.08511 -3.21739 3.55485 -0.2265 -0.2015 0.2769
C -0.68714 -3.18344 3.29898 -0.3322 0.9220 -0.7802
C -1.28977 -1.90222 3.89720 -0.2569 -1.2051 1.1758
Cl -2.97176 -1.68026 3.33137 -0.3814 -0.2935 -0.0295
H -1.16817 -4.06110 3.75899 0.3995 0.3174 -0.3003
H -0.80389 -3.14779 2.20605 -0.0710 -0.3336 0.4325
H -0.86577 -0.95799 3.65251 0.9915 0.2952 -0.3744
H -1.30807 -2.03602 4.99525 -0.1561 0.3609 -0.5049
Cl -1.85814 -2.17466 -4.08415 0.1846 -0.1521 0.4641
C -2.53933 -1.86607 -5.67911 -0.7701 0.4668 -0.5138
C -4.03778 -1.57696 -5.58452 0.8196 0.7805 1.0988
Cl -4.28786 0.14132 -5.04809 -0.0229 -0.3730 -0.0218
H -2.39191 -2.71309 -6.34134 0.2550 -0.1960 0.1213
H -2.00887 -0.99660 -6.04247 0.0384 0.0373 -0.3871
H -4.46592 -2.20080 -4.82094 -0.2883 -0.2384 0.2924
H -4.59880 -1.67818 -6.48212 -0.0654 -0.1412 -0.8909
Cl -0.26487 6.55135 -3.21002 0.1457 -0.2690 0.1229
C -1.24054 5.27546 -2.42977 -0.0709 -0.6543 -0.1617
C -1.88635 5.73777 -1.18477 -2.0671 -0.6613 0.9842
Cl -0.86376 6.09113 0.19933 0.8864 0.0007 0.3618
H -0.65707 4.37841 -2.18103 0.0763 0.4721 -0.5944
H -2.05240 5.03337 -3.13164 0.3800 -0.0890 0.1733
H -2.61153 4.97114 -0.78961 0.8458 0.6039 -0.7267
H -2.47475 6.61213 -1.35183 -0.2554 0.7787 -0.1697
Cl -2.62077 2.50096 -0.41029 -0.9886 -0.3680 -0.2147
C -4.03085 1.53298 -1.07040 1.6377 0.5063 -0.9065
C -5.06439 1.14904 -0.10964 -0.7383 -1.5385 0.6052
Cl -6.07408 2.42514 0.54720 -0.3064 0.9284 -0.0404
H -3.56588 0.65978 -1.57982 -0.4101 0.4825 0.5395
H -4.52801 2.13911 -1.81842 0.2828 0.2623 -0.2827
H -4.76134 0.62464 0.79443 0.4659 -0.3669 -0.4384
H -5.70388 0.50399 -0.73320 -0.0830 -0.0124 0.5879
Cl -3.59812 -2.15670 -0.81246 -0.3943 0.3496 -0.4190
C -3.38455 -3.82903 -0.26039 2.3502 -0.1184 0.2327
C -4.18617 -4.87239 -0.98218 0.4036 -0.6956 0.0294
Cl -3.79230 -4.88502 -2.72372 -0.1131 0.0446 -0.1191
H -3.57672 -3.73762 0.81191 -0.0776 -0.6166 -0.1561
H -2.27615 -4.02641 -0.43004 -1.3895 0.1398 0.4369
H -5.23783 -4.70983 -0.87240 -0.6398 0.0585 -0.0671
H -3.93221 -5.90392 -0.65015 -0.1324 0.8926 0.1378
Cl 4.79298 2.52605 1.67009 -0.0395 -0.4200 -0.1662
C 5.50690 1.05377 0.86351 0.0268 -0.1505 0.3282
C 4.69682 -0.20297 1.07426 0.9494 -0.9219 -0.5185
Cl 4.86482 -0.98002 2.68488 -0.1284 0.4582 -0.1090
H 6.51194 0.93967 1.29962 -0.3607 0.2121 -0.5125
H 5.47842 1.26402 -0.21383 0.3828 0.0750 0.4172
H 5.07089 -0.98667 0.37264 -0.1861 0.7191 0.3648
H 3.66846 -0.04438 0.84131 -0.6771 0.0077 0.1759
```
Forces are in eV/Å.

=====

3.
This record from the OMol25 dataset describes a structure of composition C22H40CeF4N9S3Sb in a non-equilibrium geometry. The level of theory is ωB97M-V/def2-TZVPD.

F_max: 0.0467 hartree/bohr
Molar mass: 864.69 g/mol
HOMO-LUMO gap (alpha / beta): 4.8 / 4.8 eV
LUMO energy (alpha / beta): -5.209 / -5.202 eV
Charge: +1
Energy relative to the best compared isomer or geometry (same formula, charge and spin): 0.00 kcal/mol
⟨S²⟩: 0.774
2S+1: 2

```
80
Properties=species:S:1:pos:R:3:forces:R:3
Ce 0.38279 -1.06295 -0.86156 -0.5078 0.8083 0.9391
C 1.81018 2.23955 -3.19054 -0.2951 -0.0579 -0.1066
C 2.75291 2.82409 -2.15919 0.1012 0.1307 0.2426
N 2.78542 2.06780 -0.90107 0.1186 0.0041 0.0272
C 3.51275 2.81993 0.14009 0.0970 0.1112 -0.3588
C 3.01416 2.61182 1.56076 -0.0817 0.0729 0.1927
C 3.39055 0.76183 -1.12313 0.3678 0.1633 -0.5264
C 3.47555 -0.11798 0.09637 0.2026 -0.5450 0.2310
N 2.12991 -0.37442 0.60210 -0.0371 -0.3270 0.6710
C 1.93134 -0.58026 1.94795 0.2442 0.0074 -0.9177
C 0.62680 -0.44312 2.42937 -0.4116 0.0934 0.2298
F -0.33141 -0.10011 1.50281 -0.0142 0.0269 0.1928
C 0.24302 -0.64656 3.73542 0.1056 0.0319 -0.1425
F -1.05378 -0.49112 4.04532 0.1068 -0.0287 0.1051
C 1.17637 -1.01017 4.69290 -0.1370 0.0621 -0.1861
C 2.47745 -1.16961 4.24841 0.2652 -0.0060 -0.2164
F 3.43285 -1.54794 5.10537 -0.1597 0.0324 0.0141
C 2.85511 -0.97966 2.92437 0.0188 -0.0243 0.3390
F 4.13336 -1.22709 2.58715 -0.0698 -0.0010 0.0541
H 2.18552 1.32945 -3.65535 0.0712 0.0128 -0.0142
H 1.63714 2.96307 -3.98773 0.0539 -0.0015 -0.0420
H 0.83254 1.99826 -2.75077 0.2139 0.0873 0.0046
H 3.76996 2.92138 -2.57838 -0.0575 -0.0405 -0.0390
H 2.43372 3.84139 -1.91852 -0.0652 -0.0606 0.0172
H 3.41730 3.88061 -0.10507 -0.1018 -0.0494 0.0358
H 4.59317 2.61323 0.06638 -0.0422 -0.0356 0.0917
H 1.92626 2.60454 1.59859 -0.0339 0.0694 -0.0269
H 3.36054 3.42683 2.19716 0.0471 0.0152 -0.0101
H 3.34981 1.68609 2.01697 0.0694 -0.0238 0.0067
H 4.41478 0.86628 -1.54054 -0.1043 0.0487 0.1266
H 2.84659 0.23261 -1.92498 -0.1075 0.0727 0.1860
H 4.13676 0.30041 0.85887 -0.1413 0.1393 -0.1907
H 3.98556 -1.03762 -0.23038 -0.1484 0.0006 0.0985
H 0.90034 -1.15333 5.72408 0.0237 -0.0309 0.0907
S -0.19730 -4.88736 -3.82690 0.9934 0.8487 -0.2429
Sb 1.23758 -3.11330 -3.51282 -1.5401 -1.7936 0.4304
S 0.33546 -1.07110 -3.71662 -0.0360 0.8075 -0.9138
S 2.21395 -3.08383 -1.47698 1.0101 -0.5681 -0.1616
C -2.42214 -5.32345 2.44190 -0.1063 0.0222 0.0212
N -1.24215 -4.55161 2.08300 0.0715 0.1314 -0.0216
C -0.18094 -4.46840 3.07657 0.0236 -0.0163 -0.0222
C -1.16786 -3.77154 0.98047 -0.1094 -0.0790 -0.2439
N -0.29509 -2.84180 0.78591 0.2123 -0.0864 0.3075
N -2.09791 -4.07499 -0.00904 0.0206 -0.0709 0.2701
C -2.38563 -3.36236 -1.14991 -0.0258 -0.1779 -0.1982
N -3.27509 -3.99980 -1.96172 -0.0428 0.1035 0.1181
N -1.89325 -2.19858 -1.39278 0.1639 0.0680 -0.1858
H -2.52559 -5.31448 3.52566 0.0081 -0.0366 -0.0367
H -2.34610 -6.36214 2.11111 -0.0458 -0.0095 -0.0010
H -3.32636 -4.86428 2.04317 0.0064 -0.0457 -0.0067
H -0.24963 -5.34007 3.72236 0.0153 0.0296 0.0076
H -0.26551 -3.56602 3.68896 0.0241 -0.0023 0.0183
H 0.79664 -4.49118 2.59453 0.0087 0.0131 -0.0007
H 0.26726 -2.71640 1.62583 -0.0088 0.0195 -0.0834
H -2.58642 -4.94703 0.10191 0.0139 0.0387 -0.0261
H -3.38872 -4.99589 -1.89206 0.0136 -0.0515 -0.0422
H -3.41049 -3.61757 -2.88185 0.0287 -0.0449 -0.0506
H -2.19113 -1.89150 -2.31795 -0.0218 -0.0075 0.0985
C -2.05766 5.28983 -1.58430 0.0015 0.2300 -0.0302
C -2.59470 4.19050 -0.69549 -0.1245 -0.3168 0.2687
N -2.35490 2.85442 -1.25065 -0.1380 0.0947 -0.0472
C -3.36536 2.37838 -2.19565 0.2179 0.1330 -0.1569
C -4.39493 1.48286 -1.52811 -0.0910 -0.0226 0.0374
C -1.31879 2.08570 -0.89252 -0.1581 -0.0705 -0.1485
C -0.33856 2.60983 0.09826 0.1702 0.3137 0.0958
N -1.12038 0.88348 -1.36045 0.0103 -0.1463 -0.1692
H -2.28825 6.26350 -1.15367 0.0081 0.0387 -0.0015
H -2.50082 5.25668 -2.57968 -0.0309 -0.0455 -0.0081
H -0.97685 5.21774 -1.70051 0.0473 -0.0383 0.0269
H -3.67644 4.27594 -0.56142 0.0473 0.1011 -0.0755
H -2.18015 4.23746 0.31162 0.0496 0.0655 -0.1208
H -2.86902 1.89216 -3.04156 -0.0486 -0.0759 0.0803
H -3.83582 3.26301 -2.62717 -0.0532 -0.0379 0.0789
H -3.92975 0.60911 -1.07293 0.0430 -0.0521 -0.0045
H -5.14286 1.14367 -2.24311 0.0005 -0.0013 -0.0554
H -4.91428 2.02397 -0.73701 -0.0047 0.0299 0.0064
H -0.09208 3.65541 -0.08880 -0.0366 -0.0044 -0.0180
H 0.59392 2.05212 0.03263 -0.0772 -0.0787 0.0341
H -0.75469 2.54180 1.10451 0.0305 -0.0447 0.0440
H -1.82654 0.59987 -2.02998 -0.1317 0.0781 0.0102
```
Forces are in eV/Å.

=====

Which of these has the highest energy relative to the best compared isomer or geometry (same formula, charge and spin)?
C22H39GeN2O3S3SbSeTi